Density functional theory data (wB97M-V/def2-TZVPD) for C34H29InN6O9S2 as an isolated structure.

The net charge is 0. The value obtained for the HOMO energy is -0.3069 Eh. The largest force on an atom is 0.6 eV/A. Its gap between HOMO and LUMO is 7.83 eV. The calculation puts the LUMO energy at -0.52 eV. For the relative energy (zero: lowest compared OMol25 entry of this formula, charge and spin), the calculation gives 0.0000 eV. As for the spin multiplicity: 1.

Positions of all 81 atoms, in Å:
In (1.15, -0.12, 1.02)
O (2.76, -5.85, 1.73)
C (1.87, -5.56, 2.66)
O (1.44, -6.37, 3.44)
C (1.36, -4.16, 2.69)
C (0.44, -3.72, 3.62)
N (0.16, -2.44, 3.34)
N (0.86, -2.02, 2.28)
C (1.59, -3.04, 1.87)
C (2.50, -2.80, 0.70)
O (3.22, -3.73, 0.32)
O (2.45, -1.64, 0.19)
H (3.00, -5.06, 1.17)
H (-0.01, -4.25, 4.44)
H (-0.38, -1.78, 3.87)
C (-0.91, -1.75, -4.71)
O (-2.33, -1.58, -4.64)
C (-2.75, -0.30, -4.39)
C (-3.47, 0.36, -5.37)
C (-3.94, 1.65, -5.15)
C (-3.69, 2.27, -3.93)
C (-3.01, 1.59, -2.94)
C (-2.53, 0.31, -3.16)
N (-1.88, -0.43, -2.15)
C (-0.90, 0.02, -1.31)
N (-0.25, 1.11, -1.75)
C (0.71, 1.98, -1.16)
C (1.49, 1.70, -0.06)
C (2.40, 2.67, 0.39)
C (2.52, 3.88, -0.25)
C (1.74, 4.16, -1.37)
C (0.84, 3.22, -1.82)
O (0.02, 3.38, -2.91)
C (0.12, 4.59, -3.64)
N (-0.64, -0.59, -0.18)
C (-1.36, -1.76, 0.17)
C (-2.34, -1.71, 1.15)
C (-2.97, -2.86, 1.59)
C (-2.62, -4.08, 1.05)
C (-1.64, -4.16, 0.06)
C (-1.01, -3.01, -0.38)
O (-0.04, -2.97, -1.33)
C (0.64, -4.18, -1.65)
H (-0.74, -2.67, -5.26)
H (-0.47, -1.83, -3.72)
H (-0.45, -0.92, -5.25)
H (-3.65, -0.15, -6.31)
H (-4.49, 2.16, -5.92)
H (-4.06, 3.27, -3.74)
H (-2.85, 2.06, -1.97)
H (-2.24, -1.36, -1.95)
H (-0.58, 1.47, -2.63)
H (3.02, 2.45, 1.25)
H (3.22, 4.62, 0.10)
H (1.83, 5.11, -1.87)
H (1.13, 4.73, -4.03)
H (-0.15, 5.45, -3.01)
H (-0.59, 4.51, -4.46)
H (-2.59, -0.73, 1.57)
H (-3.74, -2.80, 2.36)
H (-3.10, -4.99, 1.39)
H (-1.38, -5.12, -0.36)
H (0.06, -4.79, -2.34)
H (0.86, -4.76, -0.75)
H (1.58, -3.89, -2.10)
O (2.72, 0.25, 2.84)
S (1.70, 0.68, 3.81)
O (1.53, -0.17, 4.95)
N (0.32, 0.88, 2.96)
C (-0.08, 2.19, 2.93)
S (-1.37, 2.74, 2.08)
C (0.84, 3.06, 3.71)
C (0.75, 4.43, 3.91)
C (1.75, 5.06, 4.63)
C (2.83, 4.35, 5.15)
C (2.93, 2.97, 4.96)
C (1.91, 2.37, 4.25)
H (-0.09, 4.98, 3.49)
H (1.69, 6.13, 4.80)
H (3.60, 4.86, 5.70)
H (3.75, 2.40, 5.36)

Here is what Mulliken gives for the atomic charges, in e: number 1, In, carries 2.418; number 2, O, carries -0.580; number 3, C, carries 0.356; number 4, O, carries -0.622; number 5, C, carries 0.409; number 6, C, carries -0.667; number 7, N, carries -0.112; number 8, N, carries 0.032; number 9, C, carries -0.488; number 10, C, carries 1.148; number 11, O, carries -0.910; number 12, O, carries -0.620; number 13, H, carries 0.440; number 14, H, carries 0.568; number 15, H, carries 0.168; number 16, C, carries -0.500; number 17, O, carries -0.504; number 18, C, carries 0.293; number 19, C, carries -0.445; number 20, C, carries -0.563; number 21, C, carries -0.879; number 22, C, carries 0.132; number 23, C, carries -0.327; number 24, N, carries 0.430; number 25, C, carries 0.383; number 26, N, carries 0.017; number 27, C, carries 0.427; number 28, C, carries -0.890; number 29, C, carries -0.954; number 30, C, carries -1.224; number 31, C, carries -0.408; number 32, C, carries 0.993; number 33, O, carries -0.369; number 34, C, carries -1.075; number 35, N, carries 0.240; number 36, C, carries -0.846; number 37, C, carries -0.476; number 38, C, carries -0.899; number 39, C, carries -0.694; number 40, C, carries -0.702; number 41, C, carries 1.007; number 42, O, carries -0.111; number 43, C, carries -1.295; number 44, H, carries 0.297; number 45, H, carries -0.002; number 46, H, carries 0.297; number 47, H, carries 0.467; number 48, H, carries 0.396; number 49, H, carries 0.445; number 50, H, carries 0.548; number 51, H, carries 0.376; number 52, H, carries 0.261; number 53, H, carries 0.557; number 54, H, carries 0.428; number 55, H, carries 0.430; number 56, H, carries 0.403; number 57, H, carries 0.393; number 58, H, carries 0.251; number 59, H, carries 0.543; number 60, H, carries 0.437; number 61, H, carries 0.443; number 62, H, carries 0.483; number 63, H, carries 0.389; number 64, H, carries 0.479; number 65, H, carries 0.277; number 66, O, carries -0.643; number 67, S, carries 1.167; number 68, O, carries -0.726; number 69, N, carries -0.371; number 70, C, carries 0.303; number 71, S, carries -0.350; number 72, C, carries 0.369; number 73, C, carries -0.792; number 74, C, carries -0.565; number 75, C, carries -0.563; number 76, C, carries -0.725; number 77, C, carries 0.235; number 78, H, carries 0.451; number 79, H, carries 0.408; number 80, H, carries 0.410; number 81, H, carries 0.489